Record 1
{"formula": "C6H4BrFINO2", "method": "the ωB97M-V functional and the def2-TZVPD basis", "elements": ["C", "C", "C", "C", "C", "C", "N", "O", "O", "F", "Br", "I", "H", "H", "H", "H"], "positions_angstrom": [[-0.345, 1.126, -1.490], [0.987, 0.891, 0.554], [0.510, 1.658, -0.451], [-0.843, -0.090, -1.525], [-0.648, -1.134, -0.442], [0.044, -0.263, 0.966], [0.862, -1.194, 1.740], [1.970, -1.447, 1.333], [0.368, -1.762, 2.668], [1.005, 2.838, -0.722], [-1.686, -0.733, -3.048], [-1.527, 0.507, 2.168], [-0.689, 1.905, -2.239], [1.666, 1.115, 1.343], [-1.567, -1.518, -0.084], [-0.106, -1.900, -0.772]], "mulliken_charge": [-0.20, -0.58, 0.44, 0.21, -1.16, -0.09, 0.90, -0.55, -0.56, -0.27, -0.12, 0.23, 0.30, 0.41, 0.51, 0.53], "total_energy_ha": -3407.6684, "homo_ha": -0.3343, "homo_lumo_gap_ev": 8.581, "smiles": "O=[N+]([O-])[C@@]1(I)C=C(F)C=C(Br)C1", "spin_multiplicity": 1, "de_lowest_kj_mol": 0.00, "lumo_energy_ev": -0.51}

***

Record 2
{"formula": "C6H4Cl2InLuN2O3", "method": "the ωB97M-V functional and the def2-TZVPD basis", "elements": ["Lu", "In", "Cl", "Cl", "C", "C", "C", "O", "O", "O", "N", "C", "C", "N", "C", "H", "H", "H", "H"], "positions_angstrom": [[0.271, -1.115, -3.920], [-0.566, -0.355, 0.098], [-1.219, 0.422, -2.736], [1.392, -1.302, -1.163], [-0.849, -2.045, 1.813], [-0.176, -0.367, -6.290], [-0.077, -1.990, -6.234], [-1.130, -2.071, 2.931], [-0.540, 0.324, -7.181], [-0.098, -2.624, -7.257], [0.162, 2.101, 3.684], [0.956, 1.029, 4.088], [0.840, 0.087, 3.116], [-0.034, 0.577, 2.132], [-0.505, 1.753, 2.567], [0.014, 2.963, 4.202], [1.582, 1.138, 4.952], [1.245, -0.905, 3.096], [-1.267, 2.379, 2.103]], "mulliken_charge": [1.73, 1.47, -0.36, -0.37, 0.18, 0.31, 0.23, 0.03, 0.04, 0.01, 0.01, -0.34, -0.28, -0.19, -0.10, 0.27, 0.43, 0.52, 0.39], "total_energy_ha": -2910.4896, "homo_ha": [-0.8385, -0.8047], "homo_lumo_gap_ev": [5.283, 3.940], "spin_multiplicity": 1, "charge": 4, "lumo_energy_ev": [-17.53, -17.96]}